[1]
# C6H64NO26

25 unconnected molecules or ions with the total composition C6H64NO26 in a non-equilibrium geometry (ωB97M-V/def2-TZVPD, the Open Molecules 2025 dataset).

Results
* total energy: -2277.49549 Ha
* largest force on an atom: 10.4 eV Å⁻¹
* orbital gap: 8.86 eV
* total charge: +1
* spin multiplicity: 1

Geometry (Å):
C: -0.578 3.688 -0.249
O: 0.188 2.490 0.234
C: -0.401 1.182 -0.198
C: 0.531 0.079 0.435
N: 0.046 -1.198 -0.041
H: -0.692 -1.101 0.544
H: -0.206 -1.132 -1.009
C: 0.820 -2.408 0.255
C: 0.385 -3.673 -0.345
O: 1.300 -4.591 0.145
C: 0.720 -5.884 0.425
H: -1.646 3.663 -0.330
H: -0.261 3.850 -1.299
H: -0.344 4.380 0.388
H: -0.449 1.423 -1.231
H: -1.457 1.191 0.198
H: 0.514 0.071 1.593
H: 1.668 0.214 0.012
H: 1.099 -2.532 1.357
H: 1.979 -2.210 -0.167
H: 0.516 -3.512 -1.424
H: -0.760 -3.879 -0.400
H: -0.145 -5.766 1.069
H: 1.469 -6.427 0.749
H: 0.325 -6.229 -0.589
O: 0.929 3.865 -3.470
H: 1.684 3.373 -3.814
H: 1.058 4.510 -2.935
O: 3.645 3.234 1.656
H: 2.682 2.911 1.816
H: 3.505 3.689 0.682
O: -1.192 -1.197 -2.562
H: -1.392 -1.747 -3.286
H: -2.051 -0.705 -2.306
O: -3.311 -0.366 -1.143
H: -3.574 -1.403 -1.353
H: -3.997 -0.027 -1.607
O: 3.286 -6.081 2.939
H: 3.658 -6.708 2.197
H: 2.512 -6.493 3.236
O: -1.416 -0.685 4.352
H: -1.245 -1.090 5.109
H: -0.506 -0.604 4.077
O: -4.036 0.283 1.747
H: -4.977 0.268 2.051
H: -3.987 0.306 0.792
O: 0.996 2.790 2.615
H: 1.108 1.870 2.933
H: 0.336 2.724 1.862
O: 4.433 -0.913 -0.158
H: 4.045 -0.727 -0.997
H: 5.445 -0.949 -0.248
O: -2.348 -4.795 -2.286
H: -2.777 -5.558 -2.726
H: -1.516 -4.688 -2.828
O: 2.265 -1.187 -2.247
H: 2.329 -1.921 -2.877
H: 1.847 -0.438 -2.880
O: 1.522 5.980 -1.862
H: 1.582 6.873 -2.417
H: 0.587 5.960 -1.400
O: -1.140 6.750 -0.961
H: -1.924 6.508 -1.454
H: -1.430 7.006 -0.072
O: 2.327 -3.475 -3.819
H: 2.853 -4.071 -3.138
H: 3.070 -3.210 -4.361
O: -1.471 4.000 3.372
H: -0.644 3.718 3.094
H: -2.002 3.403 3.695
O: 1.095 0.264 3.741
H: 1.452 0.307 4.686
H: 1.897 -0.145 3.353
O: -2.105 -1.878 1.893
H: -2.732 -1.315 1.345
H: -1.884 -1.398 2.766
O: -2.866 5.864 2.178
H: -3.317 5.511 1.449
H: -2.355 5.136 2.464
O: -1.096 2.135 -3.941
H: -1.358 1.918 -4.867
H: -0.571 2.974 -3.912
O: -1.257 -8.274 0.898
H: -0.822 -8.728 0.108
H: -1.308 -8.964 1.613
O: -3.909 4.985 -0.130
H: -3.796 4.518 -0.926
H: -4.804 5.549 -0.342
O: 3.516 -0.654 2.609
H: 4.363 -0.012 2.996
H: 3.858 -0.740 1.786
O: -3.193 3.834 -3.111
H: -2.541 3.149 -3.112
H: -3.954 3.351 -3.650
O: 4.311 -3.713 0.406
H: 4.593 -2.791 0.294
H: 3.363 -3.593 0.292

Atoms 1-2, force components in eV/Å:
0.4 -4.9 -4.2
-2.1 -0.3 -0.5

[2]
# C47H41BN14OPbS3

A molecular structure, C47H41BN14OPbS3 in a non-equilibrium geometry (ωB97M-V/def2-TZVPD, the Open Molecules 2025 dataset).

Results
* total energy: -4068.84369 Ha
* largest force on an atom: 1.8 eV Å⁻¹
* orbital gap (spin up / spin down): 4.98 / 3.52 eV
* total charge: +3
* spin multiplicity: 2

Geometry (Å):
Pb: 0.871 -0.145 -0.242
C: 3.265 0.627 2.469
C: 3.353 1.500 1.278
C: 4.230 2.557 1.040
C: 3.900 3.027 -0.211
N: 2.868 2.309 -0.682
N: 2.546 1.363 0.222
B: 2.231 2.343 -2.089
N: 0.684 2.502 -2.007
C: -0.037 3.506 -2.534
C: -1.371 3.269 -2.287
C: -1.399 2.063 -1.587
C: -2.590 1.325 -1.094
N: -0.150 1.622 -1.427
N: 2.620 1.016 -2.756
C: 3.552 0.772 -3.694
C: 3.674 -0.591 -3.850
C: 2.775 -1.141 -2.934
C: 2.506 -2.576 -2.655
N: 2.157 -0.159 -2.279
N: 2.716 3.564 -2.842
C: 2.740 3.816 -4.185
C: 2.950 5.155 -4.359
C: 3.062 5.684 -3.042
C: 3.310 7.070 -2.626
N: 2.890 4.697 -2.169
H: 3.642 1.151 3.343
H: 3.866 -0.271 2.330
H: 2.236 0.331 2.642
H: 5.002 2.918 1.685
H: 4.328 3.832 -0.771
H: 0.405 4.330 -3.052
H: -2.205 3.867 -2.584
H: -3.422 2.015 -0.993
H: -2.399 0.848 -0.134
H: -2.881 0.552 -1.805
H: 4.098 1.554 -4.179
H: 4.321 -1.105 -4.527
H: 2.481 -3.133 -3.589
H: 1.558 -2.689 -2.134
H: 3.302 -2.992 -2.039
H: 2.565 3.043 -4.906
H: 3.057 5.697 -5.276
H: 3.651 7.668 -3.466
H: 4.030 7.107 -1.811
H: 2.386 7.512 -2.247
C: -0.577 4.759 1.013
C: 0.431 3.797 0.906
N: 0.230 2.573 1.339
C: -0.944 2.236 1.853
C: -1.998 3.166 1.801
N: -1.774 4.396 1.409
C: -1.088 0.925 2.507
C: -1.998 0.798 3.557
C: -2.100 -0.421 4.217
C: -1.250 -1.450 3.818
C: -0.335 -1.239 2.787
N: -0.296 -0.077 2.129
C: 0.669 -2.266 2.441
C: 0.752 -3.502 3.102
N: 1.751 -4.332 2.899
C: 2.689 -4.001 2.032
C: 2.552 -2.846 1.266
N: 1.567 -1.995 1.489
C: -3.073 -0.624 5.305
C: -3.856 -1.777 5.338
C: -4.787 -1.913 6.357
N: -4.926 -0.990 7.275
C: -4.197 0.097 7.284
C: -3.245 0.334 6.301
H: -0.420 5.801 0.777
H: 1.398 4.036 0.489
H: -3.017 2.919 2.060
H: -2.600 1.635 3.869
H: -1.285 -2.385 4.348
H: 0.010 -3.845 3.807
H: 3.536 -4.668 1.946
H: 3.245 -2.589 0.480
H: -3.761 -2.536 4.577
H: -5.431 -2.776 6.426
H: -4.379 0.799 8.084
H: -2.643 1.227 6.336
O: -0.743 -2.837 -0.147
C: -1.703 -3.061 -1.141
C: -1.271 -3.046 -2.552
C: -1.047 -1.924 -3.302
C: -0.685 -2.231 -4.630
C: -0.680 -3.567 -4.879
S: -1.112 -4.491 -3.504
C: -3.044 -2.577 -0.907
C: -4.082 -2.521 -1.816
C: -5.235 -1.936 -1.279
C: -5.077 -1.560 0.025
S: -3.516 -1.912 0.635
C: -1.048 -4.184 -0.222
C: -0.154 -5.186 -0.730
C: -0.391 -6.433 -0.202
C: -1.396 -6.441 0.757
S: -2.073 -4.925 1.054
H: -1.111 -0.928 -2.904
H: -0.444 -1.489 -5.370
H: -0.443 -4.082 -5.789
H: -4.014 -2.873 -2.830
H: -6.144 -1.801 -1.836
H: -5.804 -1.092 0.659
H: 0.600 -4.956 -1.460
H: 0.157 -7.317 -0.479
H: -1.767 -7.307 1.278

Atoms 1-2, force components in eV/Å:
0.6 1.6 0.4
0.0 -0.1 0.0

[3]
# C3H14O4

4 unconnected molecules or ions with the total composition C3H14O4 (ωB97M-V/def2-TZVPD, the Open Molecules 2025 dataset).

Results
* total energy: -423.65434 Ha
* SMILES: CC(C)O.O.O.O
* largest force on an atom: 0.5 eV Å⁻¹
* orbital gap: 11.03 eV
* spin multiplicity: 1

Geometry (Å):
C: 2.099 -0.695 -0.444
C: 1.754 -0.163 0.933
C: 1.905 1.351 0.996
O: 0.408 -0.518 1.280
H: 2.056 -1.786 -0.456
H: 3.113 -0.401 -0.718
H: 1.386 -0.312 -1.176
H: 2.475 -0.594 1.636
H: 2.447 1.726 0.128
H: 2.439 1.649 1.897
H: 0.934 1.846 0.997
H: 0.414 -1.269 1.877
O: -1.176 -2.326 -1.129
H: -0.720 -2.605 -0.331
H: -1.085 -1.360 -1.122
O: -1.409 0.522 -0.865
H: -1.184 0.634 0.066
H: -2.311 0.857 -0.958
O: -4.226 1.269 -0.639
H: -4.533 0.365 -0.767
H: -4.785 1.809 -1.206

Atoms 1-2, force components in eV/Å:
-0.2 -0.3 0.0
0.5 0.1 -0.3